Molecular formula: C5H11NOS
Method: DFT, the ωB97M-V functional and the def2-TZVPD basis

Last column: Löwdin charge in e.
Geometry (Å):
O (3.172, -0.922, 1.343)  0.0136
C (1.956, -0.934, 1.221)  -0.5538
N (1.402, -1.206, -0.003)  0.0530
C (0.051, -0.873, -0.423)  -0.2339
C (-0.095, 0.475, -1.181)  -0.3105
C (-1.137, 1.409, -0.578)  -0.7553
S (-2.760, 1.135, -1.276)  0.2910
C (1.052, -0.619, 2.372)  -0.0298
H (2.097, -1.077, -0.726)  0.1342
H (-0.334, -1.673, -1.042)  0.0977
H (-0.641, -0.864, 0.413)  0.0848
H (0.875, 0.955, -1.290)  0.0913
H (-0.383, 0.188, -2.199)  0.0766
H (-1.143, 1.257, 0.506)  0.0362
H (-0.793, 2.431, -0.618)  0.0246
H (-3.352, 2.294, -0.869)  -0.2394
H (1.458, -1.094, 3.266)  0.0800
H (1.102, 0.446, 2.599)  0.0818
H (0.006, -0.880, 2.260)  0.0579

Computed properties:
Net charge ... -1
HOMO-LUMO gap (spin up / spin down) ... 2.355 / 8.420 eV
Energy relative to the best compared isomer or geometry (same formula, charge and spin) ... 0.00 kcal per mole
Largest force on an atom ... 1.1 eV/A
Molar mass ... 133.2 g/mol
Spin multiplicity ... 2